{"formula": "C28H84O14", "method": "ωB97M-V/def2-TZVPD", "multiplicity": 1, "e_tot_ev": -59060.4408, "gap_ev": 9.771, "homo_ha": -0.339, "species": ["C", "C", "O", "H", "H", "H", "H", "H", "H", "C", "C", "O", "H", "H", "H", "H", "H", "H", "C", "C", "O", "H", "H", "H", "H", "H", "H", "C", "C", "O", "H", "H", "H", "H", "H", "H", "C", "C", "O", "H", "H", "H", "H", "H", "H", "C", "C", "O", "H", "H", "H", "H", "H", "H", "C", "C", "O", "H", "H", "H", "H", "H", "H", "C", "C", "O", "H", "H", "H", "H", "H", "H", "C", "C", "O", "H", "H", "H", "H", "H", "H", "C", "C", "O", "H", "H", "H", "H", "H", "H", "C", "C", "O", "H", "H", "H", "H", "H", "H", "C", "C", "O", "H", "H", "H", "H", "H", "H", "C", "C", "O", "H", "H", "H", "H", "H", "H", "C", "C", "O", "H", "H", "H", "H", "H", "H"], "coordinates": [[-0.59356, 4.30917, -1.02070], [0.83938, 3.90854, -0.81167], [1.47064, 3.98179, -2.09995], [-1.15097, 4.39378, -0.08714], [-1.07257, 3.53401, -1.62924], [-0.72284, 5.22233, -1.60168], [0.90358, 2.87635, -0.46756], [1.30873, 4.64993, -0.16051], [2.36798, 3.62693, -2.05141], [0.95525, -0.25886, -0.58706], [-0.30662, -1.05586, -0.87327], [-1.44517, -0.20326, -1.02423], [1.24838, 0.53023, -1.28174], [1.80283, -0.95299, -0.62012], [0.85325, 0.20884, 0.39491], [-0.50266, -1.86616, -0.16219], [-0.15659, -1.60299, -1.81331], [-1.76524, -0.26942, -1.95047], [-3.64000, -3.47257, -0.60595], [-3.12742, -4.83461, -0.12744], [-1.71807, -4.88899, -0.17755], [-3.45378, -2.71380, 0.15918], [-4.70767, -3.47244, -0.82745], [-3.06896, -3.17130, -1.47847], [-3.51773, -5.54613, -0.85700], [-3.48815, -5.03890, 0.88296], [-1.36107, -4.36219, 0.55948], [2.89900, -4.01153, -0.93627], [1.53533, -4.32539, -0.36575], [0.58378, -4.38527, -1.41325], [3.55436, -3.68969, -0.12213], [2.82379, -3.20618, -1.66384], [3.33941, -4.92082, -1.34379], [1.19028, -3.58784, 0.37922], [1.47410, -5.24674, 0.23698], [-0.33439, -4.41356, -1.04430], [-2.18120, 2.43811, 3.20225], [-2.20399, 1.99670, 1.74832], [-1.45738, 0.79660, 1.59956], [-2.45056, 1.62797, 3.87853], [-2.79911, 3.31540, 3.38669], [-1.15895, 2.71523, 3.47387], [-1.68754, 2.79305, 1.20313], [-3.22570, 1.80940, 1.40583], [-1.32505, 0.59474, 0.63995], [4.01597, -0.92248, 1.11099], [5.22132, -0.10910, 1.47735], [5.09055, 1.19318, 0.88587], [3.09973, -0.45263, 1.47862], [4.11597, -1.87821, 1.62967], [3.89042, -1.05544, 0.03610], [6.14064, -0.60814, 1.15576], [5.27257, 0.00446, 2.56669], [5.65797, 1.75547, 1.42885], [1.14320, 1.95266, -4.76805], [-0.11558, 2.74292, -5.12185], [-1.09574, 1.76353, -5.49793], [1.85789, 2.63025, -4.29567], [1.55910, 1.43381, -5.62746], [0.90161, 1.23779, -3.97637], [0.11022, 3.35242, -5.99896], [-0.45003, 3.29611, -4.24328], [-1.72335, 2.16877, -6.10504], [0.79214, -0.79169, 3.27111], [1.86618, -1.09535, 4.30193], [2.41384, 0.06989, 4.88029], [0.04776, -0.07961, 3.61267], [0.26783, -1.69893, 2.96198], [1.34169, -0.45637, 2.38849], [2.67483, -1.71573, 3.88972], [1.50480, -1.69527, 5.14302], [2.88605, 0.67726, 4.27311], [-2.94259, -0.88259, -6.03255], [-2.57683, -1.32193, -4.62221], [-2.29597, -0.16915, -3.80931], [-3.70516, -0.10411, -6.05375], [-3.26042, -1.76385, -6.59257], [-2.09770, -0.44178, -6.56770], [-1.67664, -1.93363, -4.54516], [-3.43010, -1.87912, -4.24707], [-1.80901, 0.50515, -4.31994], [-4.05038, 2.50159, -2.24055], [-4.39531, 3.53301, -1.17805], [-4.13544, 4.88639, -1.50710], [-3.01269, 2.54460, -2.58800], [-4.61129, 2.83245, -3.12302], [-4.19119, 1.43627, -2.07024], [-3.84182, 3.31538, -0.26478], [-5.45656, 3.50186, -0.91756], [-4.75509, 5.27721, -2.12522], [3.15120, 3.94645, 2.06470], [2.54729, 2.81035, 2.92666], [3.56517, 1.92948, 3.35692], [3.97578, 4.39665, 2.63100], [2.47343, 4.79734, 1.96743], [3.59336, 3.69618, 1.10014], [1.72312, 2.35416, 2.37287], [2.15234, 3.33908, 3.79201], [3.86140, 1.44443, 2.57952], [0.15334, -4.22855, 4.36045], [-0.72148, -4.75662, 3.22093], [-0.89230, -3.74106, 2.26127], [1.05120, -3.74632, 3.97733], [0.38428, -4.96490, 5.12954], [-0.39930, -3.42695, 4.86362], [-1.66712, -5.19088, 3.56263], [-0.24916, -5.68366, 2.88102], [-1.54446, -3.07363, 2.55118], [4.64302, 0.92680, -3.39026], [3.42266, 1.06609, -2.47582], [3.68325, 1.97457, -1.41337], [5.26421, 0.08052, -3.08759], [5.18184, 1.86936, -3.31555], [4.39113, 0.68848, -4.42466], [3.12709, 0.10065, -2.05556], [2.58705, 1.43767, -3.07132], [4.03901, 1.50902, -0.64796], [-4.18932, -0.41494, 4.37766], [-2.82203, -1.00937, 4.15870], [-2.63891, -1.61078, 2.88434], [-4.31076, 0.48267, 3.76846], [-4.33455, -0.16121, 5.42939], [-4.98756, -1.11933, 4.14244], [-2.69151, -1.82582, 4.87730], [-1.99238, -0.34133, 4.39931], [-2.30087, -0.94346, 2.24700]]}